Entry 1:
Computed, not measured: a structure of composition C31H51Cl2N2OPRh, with ωB97M-V/def2-TZVPD.

Structure (ORCA input):
```
! wB97M-V def2-TZVPD RIJCOSX def2/J DEFGRID3
* xyz -1 5
P -1.73 -0.98 -0.76
C -2.13 -2.48 0.30
C -3.32 -3.38 -0.08
C -3.57 -4.42 1.03
C -2.32 -5.27 1.30
C -1.12 -4.38 1.64
C -0.87 -3.34 0.54
C -1.11 -1.59 -2.42
C -1.84 -2.76 -3.11
C -1.30 -2.97 -4.54
C 0.21 -3.21 -4.53
C 0.95 -2.07 -3.82
C 0.41 -1.85 -2.40
C -3.45 -0.39 -1.21
C -4.19 0.05 0.07
C -5.59 0.59 -0.23
C -5.53 1.75 -1.23
C -4.80 1.34 -2.51
C -3.39 0.79 -2.20
H -2.37 -2.01 1.26
H -3.11 -3.90 -1.02
H -4.22 -2.79 -0.24
H -4.42 -5.07 0.74
H -3.86 -3.90 1.95
H -2.51 -5.98 2.11
H -2.09 -5.86 0.40
H -1.31 -3.87 2.59
H -0.22 -5.00 1.78
H -0.02 -2.69 0.81
H -0.60 -3.85 -0.39
H -1.25 -0.70 -3.05
H -1.53 -2.07 -5.14
H -2.92 -2.58 -3.13
H -1.67 -3.68 -2.54
H -1.82 -3.81 -5.01
H 0.58 -3.32 -5.56
H 0.42 -4.15 -4.02
H 2.03 -2.27 -3.79
H 0.82 -1.14 -4.40
H 0.92 -1.01 -1.92
H 0.63 -2.74 -1.80
H -4.01 -1.20 -1.68
H -4.26 -0.79 0.78
H -3.59 0.83 0.57
H -6.20 -0.22 -0.65
H -6.08 0.90 0.70
H -5.00 2.60 -0.76
H -6.54 2.10 -1.46
H -4.72 2.18 -3.20
H -5.38 0.56 -3.02
H -2.91 0.48 -3.13
H -2.78 1.59 -1.77
Rh 1.63 1.48 1.12
Cl 1.17 2.06 -1.06
Cl 0.73 0.26 2.84
C 3.45 1.34 1.23
H 4.10 2.19 1.48
C 4.15 0.13 0.86
C 5.52 0.20 0.51
C 6.21 -0.94 0.10
C 5.56 -2.17 0.04
C 4.21 -2.26 0.39
C 3.51 -1.13 0.80
H 6.03 1.16 0.56
H 7.26 -0.87 -0.17
H 3.70 -3.22 0.36
H 2.48 -1.21 1.12
H 6.10 -3.06 -0.28
C 2.93 4.35 0.15
N 3.08 4.60 1.57
C 4.04 5.62 1.99
C 3.36 6.58 2.93
C 2.91 5.79 4.16
N 2.25 4.54 3.81
C 1.56 3.87 4.91
C 2.31 3.98 2.55
O 1.70 2.92 2.38
H 3.23 3.34 -0.14
H 3.58 5.01 -0.46
H 1.89 4.56 -0.15
H 4.88 5.13 2.53
H 4.48 6.17 1.13
H 2.48 7.02 2.41
H 4.04 7.40 3.25
H 2.23 6.45 4.74
H 3.79 5.55 4.81
H 2.27 3.64 5.72
H 0.76 4.53 5.31
H 1.08 2.91 4.61
*
```

total energy	-75344.53793	eV
molecular weight	672.548	g/mol
LUMO (spin up / spin down)	2.5 / 2.5	eV
strongest force on any atom	5.46	eV/A
HOMO level (spin up / spin down)	-1.872 / -4.249	eV
frontier orbital gap (spin up / spin down)	4.35 / 6.71	eV

---

Entry 2:
Computed, not measured: the molecule C3H2F2O2, with ωB97M-V/def2-TZVPD.

Structure (ORCA input):
```
! wB97M-V def2-TZVPD RIJCOSX def2/J DEFGRID3
* xyz 0 1
O -1.09 0.67 1.48
C -1.01 0.47 0.30
F -2.16 0.43 -0.34
C 0.15 0.35 -0.61
C 0.90 -0.69 0.25
O 1.48 -0.45 1.23
F 0.85 -1.95 -0.26
H -0.01 0.03 -1.63
H 0.90 1.14 -0.41
*
```

total energy	-12673.06906	eV
molecular weight	108.043	g/mol
LUMO	0.3	eV
strongest force on any atom	3.50	eV/A
ΔE to the lowest compared entry with this formula, charge and spin	0.0	kJ/mol
HOMO level	-11.792	eV
structure (SMILES)	O=C(F)CC(=O)F
frontier orbital gap	12.12	eV

---

Entry 3:
Computed, not measured: the ion C3H3O4 with charge -1, with ωB97M-V/def2-TZVPD.

Structure (ORCA input):
```
! wB97M-V def2-TZVPD RIJCOSX def2/J DEFGRID3
* xyz -1 1
C -0.73 2.41 -0.67
C -0.88 1.31 0.42
C -0.18 0.07 0.10
O 0.34 2.97 -0.49
O -1.56 2.47 -1.59
O -1.05 1.35 1.70
O -1.51 2.37 2.40
H 0.74 0.33 0.24
H -0.46 -0.32 -0.92
H -0.43 -0.68 0.79
*
```

total energy	-11346.39882	eV
molecular weight	103.053	g/mol
LUMO (spin up / spin down)	4.0 / 4.0	eV
strongest force on any atom	6.10	eV/A
ΔE to the lowest compared entry with this formula, charge and spin	410.4	kJ/mol
HOMO level (spin up / spin down)	-4.405 / -4.404	eV
frontier orbital gap (spin up / spin down)	8.44 / 8.44	eV

---

Entry 4:
Computed, not measured: the molecule C5H10O2, with ωB97M-V/def2-TZVPD.

Structure (ORCA input):
```
! wB97M-V def2-TZVPD RIJCOSX def2/J DEFGRID3
* xyz 0 1
C 1.56 0.70 0.08
C 0.31 0.24 0.80
C -0.15 -1.22 0.46
O 0.57 -1.98 -0.64
C -1.28 -0.62 -0.35
C -1.03 0.79 0.23
O -0.90 1.86 -0.68
H 2.45 0.24 0.52
H 1.67 1.79 0.15
H 1.51 0.45 -0.98
H 0.41 0.42 1.88
H -0.26 -1.95 1.25
H 1.48 -1.73 -0.83
H -2.29 -1.05 -0.42
H -0.55 -0.95 -1.21
H -1.71 1.10 1.05
H -1.70 1.88 -1.22
*
```

total energy	-9439.77539	eV
molecular weight	102.133	g/mol
LUMO	0.9	eV
strongest force on any atom	3.40	eV/A
ΔE to the lowest compared entry with this formula, charge and spin	315.3	kJ/mol
HOMO level	-9.864	eV
structure (SMILES)	C[C@@H]1[C@H](O)C[C@@H]1O
frontier orbital gap	10.77	eV

---

Entry 5:
Computed, not measured: a structure of composition C18H22CoN2OSeSi, with ωB97M-V/def2-TZVPD.

Structure (ORCA input):
```
! wB97M-V def2-TZVPD RIJCOSX def2/J DEFGRID3
* xyz 1 1
Co -0.20 -0.42 -0.06
C -1.16 -0.01 2.21
C -0.69 1.30 2.11
C 0.67 1.54 1.97
C 1.57 0.48 1.94
C 1.12 -0.83 2.05
C -0.25 -1.08 2.20
H -2.21 -0.21 2.33
H -1.39 2.12 2.13
H 1.03 2.56 1.88
H 2.63 0.68 1.80
H 1.82 -1.66 2.02
H -0.60 -2.10 2.30
O 1.31 -0.38 -1.02
C 1.52 0.09 -2.25
C 2.75 -0.19 -2.85
C 3.03 0.26 -4.12
C 2.10 1.02 -4.83
C 0.89 1.32 -4.24
C 0.58 0.88 -2.94
C -0.69 1.20 -2.34
N -1.13 0.75 -1.16
C -2.41 1.25 -0.97
C -2.73 2.02 -2.03
N -1.64 1.99 -2.87
H 3.46 -0.80 -2.30
H 3.98 0.03 -4.57
H 2.32 1.37 -5.83
H 0.17 1.90 -4.80
H -2.99 1.00 -0.10
H -3.61 2.59 -2.26
H -1.56 2.48 -3.75
C 0.15 -2.86 -3.68
Si -1.52 -2.68 -2.90
C -2.43 -4.30 -2.84
C -2.52 -1.35 -3.73
Se -1.41 -2.26 -0.62
H 0.02 -3.25 -4.70
H 0.78 -3.56 -3.13
H 0.67 -1.91 -3.76
H -2.64 -4.64 -3.86
H -3.38 -4.21 -2.31
H -1.83 -5.07 -2.35
H -2.78 -1.64 -4.75
H -1.95 -0.42 -3.79
H -3.44 -1.15 -3.19
*
```

total energy	-134897.56422	eV
molecular weight	448.366	g/mol
LUMO (spin up / spin down)	-3.5 / -5.0	eV
strongest force on any atom	0.72	eV/A
HOMO level (spin up / spin down)	-11.273 / -11.191	eV
frontier orbital gap (spin up / spin down)	7.74 / 6.22	eV

---

Entry 6:
Computed, not measured: the molecule C20H20ClNO4, with ωB97M-V/def2-TZVPD.

Structure (ORCA input):
```
! wB97M-V def2-TZVPD RIJCOSX def2/J DEFGRID3
* xyz 0 1
C -3.70 -3.31 0.06
C -2.21 -3.20 0.40
C -1.76 -4.48 1.07
N -1.40 -2.94 -0.85
C -1.56 -1.59 -1.42
C -0.06 -1.49 -1.59
O 0.61 -0.44 -0.87
C 1.66 0.15 -1.46
C 2.77 -0.59 -1.77
C 3.92 0.00 -2.32
Cl 5.33 -1.01 -2.66
C 3.92 1.37 -2.61
C 2.81 2.15 -2.30
C 1.65 1.53 -1.75
C 0.50 2.37 -1.41
O 0.02 3.06 -2.32
C 0.09 2.68 0.01
C -1.01 3.55 0.25
C -1.33 3.97 1.53
C -0.53 3.54 2.63
C 0.47 2.61 2.41
C 0.79 2.16 1.11
O 1.11 2.40 3.60
C 0.53 3.36 4.51
O -0.66 3.91 3.94
C 0.07 -2.89 -0.93
H -4.24 -3.51 1.02
H -4.05 -2.38 -0.40
H -3.86 -4.17 -0.59
H -2.11 -2.39 1.13
H -2.36 -4.69 1.92
H -0.73 -4.35 1.44
H -1.77 -5.30 0.35
H -2.11 -1.64 -2.34
H -2.01 -0.78 -0.82
H 0.14 -1.51 -2.67
H 2.80 -1.66 -1.55
H 4.84 1.81 -3.06
H 2.85 3.20 -2.50
H -1.57 3.92 -0.60
H -2.17 4.65 1.74
H 1.67 1.48 1.00
H 1.25 4.15 4.65
H 0.30 2.87 5.47
H 0.56 -3.68 -1.52
H 0.57 -2.88 0.05
*
```

total energy	-43264.54815	eV
molecular weight	373.836	g/mol
LUMO	0.0	eV
strongest force on any atom	3.16	eV/A
ΔE to the lowest compared entry with this formula, charge and spin	0.0	kJ/mol
HOMO level	-8.421	eV
structure (SMILES)	CC(C)N1CC(Oc2cc(Cl)ccc2C(=O)c2ccc3c(c2)OCO3)C1
frontier orbital gap	8.47	eV

---

Entry 7:
Computed, not measured: a structure of composition C29H58BeCl3MgN4O10P, with ωB97M-V/def2-TZVPD.

Structure (ORCA input):
```
! wB97M-V def2-TZVPD RIJCOSX def2/J DEFGRID3
* xyz 2 1
C -3.64 -4.29 2.04
C -2.33 -4.36 1.22
C -1.35 -3.23 1.51
O -1.36 -2.24 0.42
N -1.70 -0.99 0.86
C -0.84 -0.17 1.53
C 0.59 -0.52 1.87
O 1.25 0.52 2.50
C 1.36 0.39 3.91
C -1.55 0.98 1.76
C -1.21 2.26 2.44
C -0.28 3.23 1.69
C -0.48 3.39 0.16
C -0.86 4.84 -0.22
C 0.81 3.05 -0.53
N -2.81 0.81 1.20
C -3.93 1.75 1.20
O -3.51 2.98 0.65
C -4.24 4.05 1.19
C -3.69 4.87 2.16
C -4.45 5.91 2.69
C -5.73 6.16 2.23
C -6.26 5.34 1.23
C -5.51 4.29 0.71
C -2.88 -0.41 0.65
P -4.24 -1.21 -0.28
N -5.65 -0.80 0.21
H -4.50 -4.07 1.41
H -3.86 -5.23 2.51
H -3.58 -3.52 2.81
H -2.58 -4.36 0.15
H -1.88 -5.33 1.43
H -1.61 -2.76 2.46
H -0.33 -3.61 1.57
H 1.09 -0.75 0.93
H 0.58 -1.44 2.45
H 0.46 -0.05 4.34
H 2.23 -0.20 4.19
H 1.48 1.38 4.34
H -2.12 2.73 2.77
H -0.68 1.98 3.35
H 0.76 3.02 1.90
H -0.48 4.20 2.13
H -1.27 2.75 -0.27
H 0.02 5.43 -0.43
H -1.51 5.29 0.52
H -1.43 4.82 -1.15
H 0.74 3.03 -1.62
H 1.64 3.85 -0.24
H 1.22 2.10 -0.19
H -4.76 1.34 0.64
H -4.27 1.91 2.22
H -2.68 4.73 2.53
H -4.01 6.52 3.46
H -6.29 6.97 2.67
H -7.26 5.53 0.88
H -5.97 3.68 -0.05
H -3.96 -2.58 -0.22
H -4.08 -0.78 -1.68
H -6.19 -0.35 -0.52
O 0.02 -0.41 -1.71
H -0.34 -0.93 -0.99
H 0.27 -1.07 -2.38
Cl 2.52 4.94 0.65
C 3.18 -2.84 2.78
O 2.07 -2.96 3.29
O 4.23 -2.50 3.37
O 3.47 -3.02 1.58
C 3.40 0.72 -2.76
C 3.91 -0.54 -3.43
C 4.98 -0.28 -4.50
O 4.47 0.22 -5.72
C 4.25 1.61 -5.77
N 2.77 -1.28 -3.99
H 2.73 1.30 -3.40
H 2.82 0.45 -1.87
H 4.22 1.37 -2.44
H 4.37 -1.17 -2.66
H 5.46 -1.23 -4.74
H 5.77 0.38 -4.12
H 5.01 2.16 -5.21
H 3.26 1.88 -5.41
H 4.31 1.92 -6.82
H 3.10 -2.17 -4.36
H 2.45 -0.78 -4.81
C 3.00 -6.89 3.73
C 2.97 -6.45 5.18
O 3.60 -5.18 5.35
H 4.03 -6.95 3.37
H 2.53 -7.87 3.60
H 2.47 -6.17 3.09
H 3.51 -7.15 5.81
H 1.94 -6.39 5.54
H 3.12 -4.54 4.82
Be -2.39 -6.25 -0.53
Mg -3.33 0.26 -2.93
C 5.55 -4.67 -4.90
Cl 5.61 -3.76 -3.38
Cl 4.05 -4.38 -5.78
H 6.39 -4.37 -5.52
H 5.62 -5.73 -4.67
C -0.18 2.94 -4.96
O -0.23 3.45 -3.62
H 0.58 3.50 -5.49
H 0.08 1.88 -4.95
H -1.14 3.09 -5.45
H -0.91 2.96 -3.15
*
```

total energy	-110118.27276	eV
molecular weight	793.451	g/mol
LUMO	-10.2	eV
strongest force on any atom	3.47	eV/A
HOMO level	-11.859	eV
frontier orbital gap	1.68	eV

---

Entry 8:
Computed, not measured: the molecule C18H21ClN2O3S, with ωB97M-V/def2-TZVPD.

Structure (ORCA input):
```
! wB97M-V def2-TZVPD RIJCOSX def2/J DEFGRID3
* xyz 0 1
C -0.52 -1.27 3.37
S -1.28 -1.05 1.75
O -2.40 -1.95 1.66
O -1.52 0.34 1.55
N -0.08 -1.61 0.74
C 0.87 -0.63 0.27
C 2.30 -0.95 0.72
C 3.23 0.13 0.24
C 3.73 0.09 -1.05
C 4.56 1.10 -1.51
C 4.89 2.16 -0.68
C 4.39 2.20 0.61
C 3.56 1.20 1.07
C -0.40 -2.71 -0.15
C -1.11 -2.15 -1.39
O -0.51 -1.91 -2.42
N -2.42 -1.91 -1.19
C -3.15 -0.98 -2.04
C -3.03 0.40 -1.44
C -3.99 0.87 -0.56
C -3.82 2.08 0.09
C -2.67 2.81 -0.15
Cl -2.43 4.30 0.68
C -1.70 2.36 -1.03
C -1.89 1.15 -1.67
H -0.23 -2.31 3.46
H 0.33 -0.61 3.44
H -1.26 -1.02 4.12
H 0.84 -0.57 -0.82
H 0.55 0.34 0.66
H 2.59 -1.91 0.31
H 2.32 -1.02 1.81
H 3.47 -0.73 -1.70
H 4.95 1.06 -2.52
H 5.54 2.95 -1.04
H 4.65 3.03 1.26
H 3.17 1.24 2.07
H 0.53 -3.21 -0.45
H -1.04 -3.41 0.39
H -2.77 -2.01 -0.24
H -2.69 -1.02 -3.03
H -4.19 -1.31 -2.10
H -4.88 0.29 -0.36
H -4.56 2.44 0.78
H -0.81 2.94 -1.20
H -1.14 0.78 -2.35
*
```

total energy	-51487.76277	eV
molecular weight	380.897	g/mol
LUMO	0.4	eV
strongest force on any atom	0.98	eV/A
ΔE to the lowest compared entry with this formula, charge and spin	56.5	kJ/mol
HOMO level	-8.742	eV
structure (SMILES)	CS(=O)(=O)N(CCc1ccccc1)CC(=O)NCc1ccc(Cl)cc1
frontier orbital gap	9.14	eV

---

Entry 9:
Computed, not measured: a structure of composition C26H59HfN7S2Sb, with ωB97M-V/def2-TZVPD.

Structure (ORCA input):
```
! wB97M-V def2-TZVPD RIJCOSX def2/J DEFGRID3
* xyz 3 1
Hf 7.96 9.47 13.12
C 9.71 6.96 14.65
C 10.48 8.25 14.86
N 9.79 9.47 14.32
C 9.61 10.55 15.32
C 8.35 10.37 16.13
N 7.18 10.27 15.20
C 6.01 9.88 16.00
C 5.06 8.94 15.33
C 4.76 9.16 13.84
N 5.82 8.67 12.91
C 5.72 7.16 12.87
C 7.03 6.44 13.14
N 8.17 7.34 12.77
C 9.45 6.75 13.17
H 8.81 6.90 15.29
H 10.38 6.15 14.97
H 11.43 8.18 14.37
H 10.72 8.42 15.92
H 10.45 9.84 13.62
H 9.58 11.52 14.78
H 10.45 10.62 16.01
H 8.22 11.20 16.81
H 8.40 9.44 16.73
H 6.98 11.23 14.93
H 5.46 10.78 16.27
H 6.38 9.39 16.92
H 4.12 9.09 15.88
H 5.33 7.92 15.49
H 4.59 10.22 13.68
H 3.80 8.69 13.57
H 5.50 8.97 11.94
H 5.38 6.88 11.86
H 4.96 6.80 13.54
H 7.08 5.54 12.51
H 7.13 6.12 14.18
H 8.11 7.39 11.72
H 10.27 7.15 12.53
H 9.35 5.68 12.96
S 11.76 8.32 10.81
C 10.40 9.05 11.24
N 9.40 9.55 11.67
C 7.75 14.15 15.11
C 8.41 14.56 13.82
C 9.88 14.45 13.80
C 8.00 15.97 13.40
Sb 7.56 12.88 12.26
C 5.36 13.38 11.78
C 5.22 14.86 11.43
C 4.62 13.03 13.06
C 5.08 12.48 10.60
C 9.00 13.21 10.45
C 10.40 12.83 10.89
C 8.44 12.20 9.47
C 8.94 14.64 9.95
H 8.05 14.76 15.96
H 8.03 13.13 15.38
H 6.63 14.14 15.07
H 10.33 15.11 14.53
H 10.23 14.76 12.79
H 10.22 13.43 14.02
H 8.52 16.72 13.97
H 6.91 16.15 13.51
H 8.24 16.14 12.35
H 5.18 15.46 12.32
H 4.29 15.01 10.88
H 6.05 15.23 10.80
H 5.06 13.53 13.94
H 4.61 11.99 13.28
H 3.59 13.35 13.00
H 5.45 12.97 9.69
H 4.01 12.32 10.50
H 5.51 11.47 10.65
H 10.38 11.98 11.56
H 10.91 13.66 11.44
H 10.95 12.54 10.03
H 8.41 11.17 9.87
H 9.13 12.19 8.61
H 7.43 12.44 9.11
H 9.23 15.38 10.72
H 7.94 14.89 9.57
H 9.64 14.73 9.13
C 8.96 8.10 6.75
N 8.44 8.51 8.06
C 7.19 8.88 8.45
S 6.72 8.59 10.06
N 6.31 9.46 7.61
C 6.55 10.20 6.36
H 9.93 7.61 6.89
H 9.13 8.96 6.10
H 8.32 7.41 6.21
H 9.03 8.26 8.86
H 5.38 9.58 7.99
H 7.48 10.76 6.43
H 5.74 10.91 6.20
H 6.60 9.54 5.48
*
```

total energy	-67842.18972	eV
molecular weight	834.191	g/mol
LUMO	-9.1	eV
strongest force on any atom	2.90	eV/A
ΔE to the lowest compared entry with this formula, charge and spin	0.0	kJ/mol
HOMO level	-15.855	eV
frontier orbital gap	6.78	eV

---

Entry 10:
Computed, not measured: a cluster of 2 separate species, C5H11NO in total, with ωB97M-V/def2-TZVPD.

Structure (ORCA input):
```
! wB97M-V def2-TZVPD RIJCOSX def2/J DEFGRID3
* xyz 0 1
C 1.00 0.18 1.93
N 0.31 -0.05 0.69
C 0.95 -0.08 -0.41
C 2.44 -0.03 -0.63
O 0.26 -0.12 -1.57
H 0.68 -0.54 2.69
H 2.10 0.16 1.88
H 0.70 1.18 2.30
H 2.68 -0.24 -1.67
H 2.96 -0.75 0.01
H 2.81 0.97 -0.38
H -0.68 0.01 -1.33
C -2.90 0.10 -1.15
C -2.47 -0.47 -0.03
H -3.23 1.14 -1.18
H -2.95 -0.45 -2.09
H -2.11 -1.50 -0.01
H -2.39 0.07 0.91
*
```

total energy	-8899.85588	eV
molecular weight	101.149	g/mol
LUMO	1.0	eV
strongest force on any atom	0.50	eV/A
ΔE to the lowest compared entry with this formula, charge and spin	177.7	kJ/mol
HOMO level	-9.221	eV
structure (SMILES)	C/N=C(\C)O.C=C
frontier orbital gap	10.24	eV

---

Among the records above, which one has the lowest strongest force on any atom?
C5H11NO

---

Look up the total energy of the fifth one.
-134897.56422 eV

---

What is the formula in the sixth record?
C20H20ClNO4